ORCA calculation (ωB97M-V/def2-TZVPD) on a molecular structure, C20H51N3O8Zn.

Calculated values
Net charge = +2
HOMO-LUMO gap = 8.04 eV
Total energy = -3337.417123 a.u.
Energy relative to the best compared isomer or geometry (same formula, charge and spin) = 0.0 kJ/mol
LUMO = -5.044 eV

Structure (XYZ):
```
83
Properties=species:S:1:pos:R:3:lowdin_charge:R:1
H -1.218 3.754 -1.456 0.1383
H 2.153 -3.512 0.574 0.0586
C -3.584 1.003 -2.063 -0.1605
H -3.085 1.699 5.399 0.1122
H -4.327 2.762 -3.693 0.0681
C 1.917 0.857 2.319 -0.1612
H 0.751 2.704 -2.287 0.1258
C 1.105 -3.762 0.701 -0.0525
H -3.803 0.248 0.881 0.1238
N 3.400 -2.035 -2.379 -0.0604
O -4.956 1.376 -2.329 -0.1559
C 4.779 -1.052 1.752 -0.1207
H -2.158 -1.028 -2.779 0.0565
H -1.360 1.113 5.516 0.1118
O 4.199 -1.819 0.733 -0.1985
H 0.773 2.163 3.624 0.1432
C -5.157 2.439 -3.151 -0.1407
O -2.302 0.470 3.823 -0.2099
C -2.081 -1.756 0.448 -0.1729
H 5.851 -1.152 2.038 0.1140
C -3.180 -0.130 1.697 -0.1627
N -1.454 1.726 -1.144 -0.0524
H -3.699 -0.941 2.225 0.1488
O 0.253 -2.562 0.652 -0.2341
H 0.848 -4.447 -0.142 0.1105
H -1.149 -3.082 1.910 0.1462
O 1.226 1.533 -0.698 -0.2471
H 2.536 0.303 3.082 0.1570
H -3.248 3.071 -1.359 0.1514
H -1.854 2.435 4.403 0.0698
H 2.316 -1.111 -0.899 0.0970
H -1.247 1.749 -2.118 0.1059
H -1.539 -0.972 2.187 0.1375
H 0.051 0.683 3.461 0.0989
O 0.012 1.955 1.810 -0.0943
H -2.016 -1.549 -0.655 0.1094
H -3.137 1.929 -0.162 0.0701
C 0.624 1.360 2.919 -0.1935
H 4.348 -1.294 2.737 0.0893
O 1.347 -0.157 1.524 -0.1042
H 0.315 2.868 1.882 0.1381
H 1.351 -0.185 -3.286 0.1397
H 5.257 -0.907 -0.784 0.1227
H 1.660 -2.702 -1.443 0.1016
H 3.731 -1.266 -2.968 0.1244
H -0.955 3.319 0.157 0.1225
H 4.569 0.015 1.560 0.0794
H -3.103 -2.160 0.561 0.1401
H 2.434 1.634 1.825 0.1161
C 2.100 -1.766 -1.798 -0.2227
C -2.149 1.505 4.832 -0.0616
H 5.904 -2.538 -0.258 0.1489
H 3.244 2.365 -0.868 0.1109
H -1.290 -3.823 0.300 0.1276
H -5.399 3.351 -2.559 0.1006
H 1.088 -1.792 -3.653 0.1310
H 5.045 -3.188 -2.073 0.1229
H 1.026 -4.390 1.634 0.1177
C -1.159 -1.000 -3.177 -0.1032
C -3.014 0.989 2.721 -0.2402
H 1.570 -1.061 1.827 0.1306
C 4.994 -1.875 -0.396 -0.2340
H -1.239 -1.837 -3.838 0.1030
C 2.646 1.470 -1.039 -0.0300
C 1.086 -1.165 -2.759 -0.2194
C 0.750 2.766 -1.231 -0.1487
N -1.841 -0.584 1.267 -0.0693
Zn -0.371 0.578 0.334 0.8388
H 1.359 3.608 -0.885 0.1467
H 3.753 -3.675 -1.061 0.1392
O -0.179 -1.040 -2.157 -0.2081
H -3.634 0.021 -1.633 0.1044
H 3.077 0.697 -0.367 0.0855
C 4.270 -2.744 -1.421 -0.1780
H -6.052 2.213 -3.765 0.1177
H 2.811 1.215 -2.072 0.0934
H -2.656 1.995 2.378 0.1244
H -3.015 0.905 -3.007 0.1159
C -1.088 -2.897 0.807 -0.1988
H -1.076 -0.067 -3.764 0.1047
H -4.102 1.179 3.092 0.1665
C -0.747 2.969 -0.868 -0.1825
C -2.902 2.032 -1.154 -0.1411
```

***

ORCA calculation (ωB97M-V/def2-TZVPD) on a molecular structure, C31H41IrNO3P2.

Calculated values
Net charge = +1
HOMO-LUMO gap (spin up / spin down) = 6.40 / 6.41 eV
Total energy = -2273.253388 a.u.
Energy relative to the best compared isomer or geometry (same formula, charge and spin) = 0.0 kJ/mol
LUMO (spin up / spin down) = -4.126 / -4.125 eV

Structure (XYZ):
```
79
Properties=species:S:1:pos:R:3:lowdin_charge:R:1
H -0.793 -4.266 -1.436 0.1223
C 3.145 -1.162 1.673 -0.5111
H 4.030 2.512 -0.424 0.0911
H -3.352 -1.614 1.122 0.0843
O 1.448 1.797 4.275 0.0950
H 2.355 2.238 0.065 0.0673
H 5.139 -1.742 0.985 0.0731
C 4.668 -1.023 1.656 -0.0860
N -0.056 -1.658 -1.087 -0.1394
H -2.195 1.846 -4.246 0.0894
H -2.876 1.403 1.013 0.0858
C 3.393 -3.729 -2.416 -0.0599
C -3.219 0.478 0.547 -0.5055
H 2.765 -0.104 -2.809 0.0786
C -0.302 2.758 2.898 -0.0691
H 3.679 1.642 1.068 0.0676
C 0.330 3.717 5.016 0.0073
C -2.358 2.916 -1.652 -0.0990
C -1.337 -2.185 -1.428 -0.2891
C 3.458 -2.818 -1.386 -0.0623
C 3.353 1.793 0.037 -0.1033
H -0.741 1.466 -3.315 0.0737
H 1.409 1.133 3.572 0.0734
H 0.971 3.699 5.887 0.1279
C -1.799 1.223 -3.444 -0.0938
H 4.274 -4.281 -2.716 0.1126
H -3.572 -0.474 2.456 0.0898
C 2.710 -2.558 2.135 -0.0953
H -1.904 3.738 1.868 0.1148
H 5.038 -1.228 2.662 0.0922
P 2.286 -0.756 0.106 0.9655
C -1.478 4.691 3.739 -0.0665
H -1.299 3.111 -1.478 0.0737
H -1.955 -0.780 1.811 0.0543
H 4.402 -2.637 -0.888 0.1047
H -4.880 1.447 -0.506 0.0725
H 0.151 -3.286 -3.295 0.1148
C 3.326 0.493 -0.777 -0.5070
C -4.695 0.626 0.187 -0.0860
H -5.101 -0.295 -0.233 0.0724
C -3.631 -1.745 -2.074 -0.0642
C -2.570 1.483 -2.147 -0.5144
C 2.190 -3.872 -3.109 -0.0452
C -3.801 -3.062 -2.444 -0.0591
C -2.773 -3.970 -2.187 -0.0454
H -4.726 -3.390 -2.897 0.1126
H 3.060 -2.732 3.153 0.0881
C 1.084 -2.344 -1.596 -0.2849
H -4.431 -1.033 -2.231 0.1085
H -5.250 0.838 1.102 0.0911
H -2.889 3.110 -0.719 0.0683
O -0.597 1.963 0.666 -0.1583
C 2.724 0.771 -2.160 -0.1069
H -3.636 1.308 -2.314 0.1059
H 1.681 1.074 -2.064 0.0428
C 1.054 -3.195 -2.713 -0.0254
C -0.647 4.677 4.862 -0.0457
H 3.267 1.585 -2.644 0.0892
C -1.291 3.745 2.761 -0.0093
H 1.624 -2.668 2.125 0.0796
H 4.999 -0.023 1.383 0.0652
P -2.061 0.265 -0.883 0.9897
C 2.314 -2.111 -1.007 -0.3275
C -2.417 -1.328 -1.524 -0.3279
H -2.721 3.623 -2.399 0.0905
H 4.331 0.080 -0.893 0.1142
O 0.553 0.719 1.967 -0.1507
H 2.741 -0.435 2.383 0.0889
H -2.917 -5.021 -2.401 0.1161
Ir 0.125 0.044 -0.004 1.1188
H -1.875 0.181 -3.758 0.0722
H 2.143 -4.516 -3.977 0.1158
C -3.007 -0.667 1.543 -0.0955
H 3.137 -3.332 1.495 0.0774
H -0.766 5.436 5.624 0.1156
C 0.498 2.729 4.051 -0.2405
C -0.120 1.795 1.824 -0.5568
H -2.255 5.435 3.640 0.1095
C -1.563 -3.546 -1.674 -0.0328
```

***

ORCA calculation (ωB97M-V/def2-TZVPD) on a molecular structure, C5H6O5Yb.

Calculated values
Net charge = 0
HOMO-LUMO gap (spin up / spin down) = 5.54 / 5.53 eV
Total energy = -1728.531080 a.u.
LUMO (spin up / spin down) = -2.195 / -2.202 eV

Structure (XYZ):
```
17
Properties=species:S:1:pos:R:3:lowdin_charge:R:1
C -1.849 0.901 1.006 0.1621
H 0.442 -2.186 1.154 0.1323
C 0.317 -1.652 0.203 -0.1739
C -1.536 2.691 -0.438 -0.1042
H -2.798 0.516 0.637 0.0057
O 1.398 -1.137 -1.906 -0.4130
C 0.299 1.022 1.001 -0.1484
H -2.121 1.118 2.041 0.0071
H -0.691 -1.766 -0.221 0.1230
O -0.949 2.330 -1.416 -0.1012
O -0.475 3.211 0.922 -0.3452
O 0.458 -0.266 0.443 -0.2478
H 1.151 -3.049 -1.175 0.1145
H 2.361 -2.065 -0.313 0.1141
C 1.381 -2.021 -0.835 -0.3549
Yb 1.215 0.858 -1.573 1.4177
O 1.398 1.496 0.468 -0.1879
```

***

ORCA calculation (ωB97M-V/def2-TZVPD) on a molecular structure, C34H31MnN3O3SSb.

Calculated values
Net charge = +2
HOMO-LUMO gap (spin up / spin down) = 7.12 / 8.01 eV
⟨S²⟩ = 6.073
Total energy = -3493.156460 a.u.
2S+1 = 5
LUMO (spin up / spin down) = -6.993 / -6.189 eV

Structure (XYZ):
```
74
Properties=species:S:1:pos:R:3:lowdin_charge:R:1
C 3.813 -3.117 5.654 -0.0495
H 3.288 3.151 -3.049 0.1310
C -2.275 2.358 6.617 -0.0560
C 3.351 4.880 4.344 -0.0538
C -1.009 2.294 6.054 -0.1145
C 2.680 -1.509 -0.467 -0.0839
H 3.348 -4.808 -0.200 0.1283
Sb 1.320 0.943 4.484 1.4797
H -1.193 -0.839 4.738 0.0919
C 1.818 2.762 -0.083 -0.2131
N -1.612 1.195 0.025 0.0135
C -0.632 1.136 5.397 -0.3452
C 2.679 2.594 4.174 -0.3559
O 1.353 1.622 -0.843 -0.2959
C -2.611 0.526 0.632 -0.1633
C 4.437 -1.881 5.710 -0.0561
C 1.783 -2.077 4.900 -0.1212
H 4.357 -4.006 5.930 0.1177
C 2.491 -3.215 5.249 -0.0584
C 3.751 2.326 3.332 -0.1635
C -0.652 -2.558 0.568 -0.4066
H -4.568 0.509 1.471 0.1379
S 0.732 0.702 2.203 0.2549
C -3.812 1.116 0.995 0.0513
H -3.091 4.193 -0.182 0.1236
C 2.466 3.865 4.681 -0.1049
H 3.897 1.325 2.936 0.0987
C 1.923 1.683 -2.174 -0.1462
C 2.795 -3.884 -0.193 0.0058
C -1.490 0.053 5.276 -0.1259
Mn 0.165 0.157 0.121 0.7008
H 4.471 -2.643 -0.722 0.1230
C 3.740 -0.733 5.366 -0.1212
H -2.579 3.254 7.136 0.1176
H -3.420 -0.711 5.770 0.1190
O -1.287 -3.499 0.958 0.1699
H 3.145 -0.557 -0.690 0.1159
C 3.421 -2.679 -0.483 -0.0070
H -4.898 2.967 1.021 0.1279
H 5.469 3.145 2.357 0.1150
C 2.418 -0.846 4.965 -0.3462
H -0.334 3.135 6.137 0.0894
N 1.378 -1.481 -0.173 0.0158
H 5.108 5.416 3.251 0.1171
H 4.221 0.236 5.424 0.0994
C 3.059 2.698 -2.088 -0.1315
H 2.526 2.404 0.675 0.0921
H 5.464 -1.805 6.031 0.1174
C 4.627 3.347 3.003 -0.0666
C -1.817 2.480 -0.270 -0.0806
H 1.631 4.074 5.335 0.0918
C 2.495 3.694 -1.077 -0.1309
H -4.114 1.330 6.974 0.1182
C 0.785 -2.651 0.131 -0.1535
H 3.966 2.236 -1.696 0.1230
H 3.197 5.873 4.740 0.1185
H 0.752 -2.156 4.580 0.0926
H 0.891 -4.766 0.362 0.1390
H 2.249 0.682 -2.468 0.1199
H 3.259 4.308 -0.610 0.1266
C -3.990 2.465 0.733 0.0057
C -3.137 1.278 6.522 -0.0475
C 1.444 -3.871 0.116 0.0507
H -1.030 2.982 -0.819 0.1185
C 4.425 4.622 3.509 -0.0511
H 0.967 3.213 0.435 0.1084
N -1.065 -1.240 0.477 0.0020
C -2.355 -0.934 0.882 -0.4100
O -3.164 -1.679 1.363 0.1687
H 1.147 2.017 -2.874 0.1384
H 1.771 4.350 -1.560 0.1249
C -2.749 0.130 5.849 -0.0534
H 2.003 -4.177 5.215 0.1165
C -2.980 3.151 0.073 -0.0046
```

***

ORCA calculation (ωB97M-V/def2-TZVPD) on 2 unconnected molecules or ions with the total composition C26H21F3N2O5S3.

Calculated values
Net charge = 0
HOMO-LUMO gap = 6.89 eV
Total energy = -2983.129111 a.u.
Energy relative to the best compared isomer or geometry (same formula, charge and spin) = 0.0 kJ/mol
LUMO = -0.290 eV

Structure (XYZ):
```
60
Properties=species:S:1:pos:R:3:lowdin_charge:R:1
H 1.524 0.652 0.013 0.1119
O -1.401 0.517 3.189 -0.0007
S 0.502 3.223 -1.964 0.6997
H 0.667 -3.693 3.169 0.1309
C 1.745 4.571 -5.569 -0.0594
H -0.425 -3.856 -0.827 0.1135
H 4.420 -1.562 3.627 0.1045
C 1.519 3.540 -3.404 -0.2918
H -2.573 -3.238 3.387 0.0986
C -0.777 -1.731 -0.797 -0.0598
H 0.643 0.462 3.140 0.1180
C -1.667 -0.677 2.941 -0.3741
H 3.147 -3.745 3.610 0.1133
C 1.245 -0.426 3.240 -0.0127
H -6.775 -2.314 3.775 0.1000
C 2.608 -0.386 3.444 -0.0474
H -3.901 0.826 3.007 0.1197
F 0.081 0.164 -5.811 0.0709
F 0.257 -1.329 -4.213 0.0782
C -3.091 -1.172 3.115 -0.1429
H 2.940 -1.382 0.308 0.1129
C 1.272 -2.795 3.255 -0.0384
N -0.355 1.627 -2.101 -0.6330
C 2.630 -2.788 3.490 -0.0642
S -1.218 0.974 -0.654 0.6555
O -0.935 1.918 0.386 -0.2592
C 1.895 -1.488 0.011 -0.0699
C -4.703 -2.923 3.637 -0.0882
H -1.799 -1.773 -1.172 0.1218
H 3.725 4.540 -6.428 0.1107
C -0.221 -0.488 -0.498 -0.2991
C 0.008 -2.871 -0.631 -0.0709
C -4.127 -0.229 3.163 -0.0170
F 1.619 0.388 -4.251 0.0840
H -4.901 -3.974 3.844 0.0980
C 1.115 -0.346 -0.137 -0.0544
C 0.344 -0.005 -4.484 -0.8079
C 1.332 -2.746 -0.203 -0.0757
O 1.387 3.011 -0.848 -0.3009
N 0.581 -1.616 3.032 -0.0281
C 2.892 3.287 -3.362 -0.0538
C -5.445 -0.639 3.387 -0.0772
C -5.746 -1.992 3.605 -0.0900
C 0.939 4.180 -4.498 -0.0584
H 1.931 -3.638 -0.015 0.1099
H 1.288 5.088 -6.414 0.1116
H -1.013 -2.585 2.097 0.1011
C -0.712 -1.637 2.529 -0.0739
H 3.065 0.602 3.513 0.1194
S -0.888 0.996 -3.555 1.0295
H 3.321 2.824 -2.476 0.1177
O -0.547 4.211 -1.971 -0.2791
C -3.389 -2.514 3.386 -0.0429
H 4.758 3.453 -4.426 0.1102
C 3.117 4.303 -5.552 -0.0622
O -2.561 0.613 -1.013 -0.2828
H -0.129 4.392 -4.488 0.1184
H -6.238 0.105 3.382 0.1003
C 3.335 -1.576 3.526 -0.0814
C 3.688 3.664 -4.446 -0.0625
```

***

ORCA calculation (ωB97M-V/def2-TZVPD) on a molecular structure, C18H45AlF2NO16P3S2.

Calculated values
Net charge = +2
HOMO-LUMO gap = 3.03 eV
Total energy = -4233.501901 a.u.
Energy relative to the best compared isomer or geometry (same formula, charge and spin) = 0.0 kJ/mol
LUMO = -12.511 eV

Structure (XYZ):
```
88
Properties=species:S:1:pos:R:3:lowdin_charge:R:1
O 2.553 -2.847 0.878 -0.1717
O 4.823 0.395 2.776 -0.1435
C -2.253 -5.803 1.981 -0.0546
H -6.065 -0.284 -3.189 0.0741
H 5.998 2.710 2.289 0.1173
S 1.302 -2.369 0.370 0.5774
H -2.778 -6.018 2.913 0.0924
H -0.972 4.035 -4.824 0.0624
C -1.533 4.227 -2.683 -0.2611
H 3.433 2.880 7.086 0.0857
H -6.505 1.403 -2.973 0.0888
C -1.236 4.778 -4.074 -0.0529
O -3.261 0.845 -3.135 -0.1421
H 4.839 1.438 5.556 0.1287
H -2.197 5.108 -4.483 0.0911
S 2.109 -0.973 -1.443 0.4678
O -1.347 1.226 -1.428 -0.3086
O -2.604 -3.211 -0.634 -0.1222
H -3.670 -1.932 -1.830 0.1162
O -2.474 3.163 -2.711 -0.1554
H 6.165 -0.445 1.398 0.1385
H -0.723 -2.789 -2.550 0.0833
H -0.565 3.946 -2.249 0.1104
C 5.153 -0.599 1.786 -0.2311
O -1.146 1.405 -4.068 -0.1549
H -1.250 -1.055 -2.024 0.0588
F 2.193 0.535 -1.913 -0.1385
H 1.786 0.370 -5.238 0.0987
Al -0.253 1.039 1.120 1.2984
H 4.403 -2.076 3.200 0.0858
C -5.431 -2.590 2.729 -0.0681
H 4.167 3.928 5.844 0.0816
P -1.962 1.638 -2.727 0.4569
C -4.517 1.019 -2.483 -0.2645
H -1.563 -6.570 1.631 0.0980
H -1.545 -1.682 -3.498 0.0992
N 1.279 -0.754 -0.158 -0.2323
C 5.103 4.712 1.652 -0.0397
C 3.465 3.113 6.021 -0.0575
H 6.083 5.182 1.556 0.0881
C 5.368 3.198 1.549 -0.2296
P 3.694 1.486 2.604 0.4429
H -4.953 -3.420 3.244 0.0684
H -5.316 -3.800 0.964 0.1228
F 0.401 -2.053 1.655 -0.2051
C -2.797 -2.587 -1.889 -0.2051
O 3.470 -1.422 -1.352 -0.1558
H -6.474 -2.583 3.047 0.0863
H -0.556 5.624 -4.023 0.0927
P -2.830 -2.382 0.755 0.4983
O -4.354 -1.868 0.617 -0.1883
C -5.421 -2.743 1.186 -0.1696
O 0.382 -3.295 -0.226 -0.2158
C 0.745 0.319 -4.931 -0.0409
H 0.520 2.456 -4.822 0.1169
H -4.547 0.626 -1.463 0.1214
H 3.059 1.165 5.209 0.1138
H 5.799 2.951 0.574 0.1242
H 0.713 1.765 -3.231 0.0943
O 2.306 0.920 2.500 -0.3005
H -5.540 0.779 -4.424 0.0927
H -1.937 5.035 -2.074 0.1281
H 6.151 -1.929 3.067 0.0913
C 0.288 1.577 -4.219 -0.2338
O 4.039 2.378 3.880 -0.2042
C 3.894 1.867 5.233 -0.2085
H 4.463 5.052 0.844 0.0816
H -3.214 -3.353 -2.560 0.1585
H -4.946 -1.683 3.087 0.0836
H -1.093 -4.398 0.990 0.0860
H 0.063 0.226 -5.776 0.0972
O -1.945 -1.186 0.759 -0.2629
H 0.521 -0.517 -4.268 0.0444
O 4.086 2.508 1.436 -0.1894
H 4.713 4.904 2.650 0.0752
H 2.508 3.518 5.695 0.0782
H 5.258 -2.688 1.719 0.0865
H 4.509 -0.594 0.900 0.0994
C 5.220 -1.928 2.497 -0.0588
H -6.265 -2.158 0.836 0.1230
O 1.353 -1.616 -2.504 -0.2025
C -1.646 -4.446 1.929 -0.2228
C -1.503 -2.035 -2.458 -0.0433
H -3.073 -5.916 1.262 0.0878
C -5.730 0.745 -3.355 -0.0424
H -4.657 2.084 -2.253 0.1105
H -0.995 -4.215 2.769 0.1325
O -2.736 -3.466 1.899 -0.1605
```

***

no.,strongest force on any atom (eV Å⁻¹)
1,4.82
2,2.41
3,7.74
4,1.50
5,1.52
6,7.11